No. 1
C2H3N3O2 | ωB97M-V with the def2-TZVPD basis set

As for the molar mass: 101.06 g/mol. Its highest occupied orbital energy is -10.0527 eV. As for the HOMO-LUMO gap: 9.97 eV. The largest force on an atom is 8.2 eV/Å. As for the energy relative to the best compared isomer or geometry (same formula, charge and spin): 106.4 kcal/mol. Its SMILES is O=C1NN=CON1.

The geometry in ORCA input format:
```
! wB97M-V def2-TZVPD RIJCOSX def2/J DEFGRID3
* xyz 0 1
O 2.204 0.038 -0.157
C 1.048 0.129 0.168
N 0.295 1.082 -0.100
N -1.188 1.181 0.162
C -1.688 0.000 -0.074
O -1.049 -1.088 -0.336
N 0.328 -1.196 0.442
H 0.475 2.022 -0.200
H -2.742 -0.087 0.356
H 0.820 -1.778 -0.306
*
```

Results of the natural (NBO) charge analysis, in e, for atoms 1 through 8:
1. O -0.59
2. C 0.73
3. N -0.48
4. N -0.31
5. C 0.37
6. O -0.41
7. N -0.31
8. H 0.42


No. 2
C42H42N6O2PRuS | ωB97M-V with the def2-TZVPD basis set

As for the molar mass: 826.95 g/mol. The expectation value of S² is 0.77. Its highest occupied orbital energy (spin up / spin down) is -13.1882 / -13.1782 eV. As for the HOMO-LUMO gap (spin up / spin down): 6.13 / 6.61 eV. The largest force on an atom is 4.4 eV/Å.

The geometry in ORCA input format:
```
! wB97M-V def2-TZVPD RIJCOSX def2/J DEFGRID3
* xyz 2 2
Ru 0.412 -1.048 0.679
C -2.709 -1.827 1.218
C -2.766 -3.006 0.241
C -1.930 -2.928 -1.012
C -2.348 -3.638 -2.139
C -1.563 -3.650 -3.276
C -0.352 -2.974 -3.256
C -0.008 -2.295 -2.104
N -0.785 -2.250 -1.020
N -1.536 -1.768 2.103
C -1.285 -3.018 2.824
C -0.207 -3.888 2.233
C 0.012 -5.143 2.792
C 1.032 -5.936 2.299
C 1.787 -5.455 1.241
C 1.498 -4.197 0.737
N 0.538 -3.425 1.235
C -1.678 -0.678 3.074
C -0.326 -0.226 3.577
C -0.200 0.653 4.646
C 1.067 0.989 5.096
C 2.172 0.399 4.496
C 1.964 -0.445 3.418
N 0.746 -0.718 2.955
H -3.625 -1.872 1.830
H -2.724 -0.893 0.644
H -3.809 -3.124 -0.065
H -2.487 -3.932 0.752
H -3.280 -4.180 -2.119
H -1.878 -4.185 -4.158
H 0.310 -2.973 -4.105
H 0.944 -1.774 -2.043
H -2.210 -3.601 2.924
H -0.958 -2.779 3.841
H -0.607 -5.479 3.609
H 1.236 -6.901 2.735
H 2.591 -6.031 0.814
H 2.088 -3.802 -0.084
H -2.306 -0.981 3.926
H -2.173 0.173 2.594
H -1.078 1.063 5.120
H 1.192 1.682 5.913
H 3.170 0.593 4.852
H 2.788 -0.935 2.910
O 3.455 -2.812 -1.035
C 3.299 -1.684 -0.598
O 2.699 -1.291 0.439
C 3.869 -0.537 -1.432
C 5.148 -0.637 -1.954
C 5.640 0.402 -2.725
C 4.852 1.516 -2.971
C 3.574 1.607 -2.453
C 3.068 0.568 -1.671
P 1.355 0.722 -1.042
C 1.543 2.296 -0.143
C 2.082 2.148 1.136
C 2.206 3.237 1.972
C 1.785 4.487 1.541
C 1.278 4.643 0.260
C 1.159 3.556 -0.590
C 0.457 1.038 -2.593
C 0.902 0.465 -3.785
C 0.182 0.640 -4.951
C -1.001 1.366 -4.940
C -1.465 1.907 -3.753
C -0.746 1.740 -2.584
H 5.737 -1.515 -1.747
H 6.637 0.335 -3.134
H 5.236 2.323 -3.577
H 2.958 2.474 -2.653
H 2.379 1.156 1.464
H 2.616 3.115 2.962
H 1.851 5.338 2.202
H 0.967 5.622 -0.076
H 0.758 3.694 -1.584
H 1.822 -0.101 -3.810
H 0.541 0.210 -5.873
H -1.559 1.504 -5.854
H -2.392 2.461 -3.740
H -1.101 2.161 -1.657
S -1.115 1.593 1.015
C -2.415 2.549 0.467
N -3.371 2.060 -0.321
C -4.526 2.840 -0.737
C -4.134 4.310 -0.839
C -3.505 4.753 0.478
N -2.457 3.820 0.852
H -3.284 1.109 -0.637
H -5.331 2.716 -0.005
H -4.877 2.461 -1.698
H -5.017 4.911 -1.048
H -3.419 4.448 -1.652
H -4.260 4.792 1.271
H -3.066 5.749 0.379
H -1.726 4.136 1.472
*
```

Results of the Mulliken charge analysis, in e, for atoms 1 through 8:
1. Ru 2.05
2. C -0.52
3. C -1.13
4. C 0.58
5. C -1.09
6. C -0.67
7. C -1.45
8. C -0.97


No. 3
C10H12F6IN2O4OsS3Si | ωB97M-V with the def2-TZVPD basis set

As for the molar mass: 779.62 g/mol. Its highest occupied orbital energy (spin up / spin down) is -12.6102 / -12.6053 eV. As for the HOMO-LUMO gap (spin up / spin down): 6.82 / 6.82 eV. The largest force on an atom is 1.3 eV/Å. As for the energy relative to the best compared isomer or geometry (same formula, charge and spin): 7.1 kcal/mol.

The geometry in ORCA input format:
```
! wB97M-V def2-TZVPD RIJCOSX def2/J DEFGRID3
* xyz 1 1
Os -0.811 1.651 0.093
F -0.712 6.626 -1.010
C -1.377 5.630 -0.461
F -0.661 5.105 0.535
F -2.543 6.041 -0.007
S -1.676 4.312 -1.730
O -2.040 3.116 -0.936
O -2.642 4.798 -2.634
N -0.217 4.144 -2.379
S 0.507 2.816 -2.077
O 0.819 2.660 -0.595
O -0.121 1.575 -2.529
C 2.153 2.982 -2.918
F 2.816 1.872 -2.658
F 1.918 3.099 -4.204
F 2.800 4.028 -2.455
C -0.250 -3.847 -1.172
Si -0.321 -3.755 0.687
C -2.077 -3.772 1.313
C 0.730 -5.061 1.489
C 0.419 -2.063 1.194
C 1.513 -1.923 2.065
C 2.021 -0.683 2.424
C 1.440 0.466 1.914
N 0.407 0.350 1.085
C -0.073 -0.859 0.746
S -1.406 -0.393 -0.351
H -0.590 -4.830 -1.506
H 0.767 -3.704 -1.540
H -0.891 -3.106 -1.655
H -2.561 -4.714 1.046
H -2.676 -2.969 0.877
H -2.114 -3.671 2.399
H 0.349 -6.049 1.221
H 0.715 -4.993 2.578
H 1.768 -5.015 1.153
H 1.977 -2.812 2.473
H 2.861 -0.600 3.098
H 1.778 1.464 2.155
I -1.999 2.082 2.273
*
```

Results of the natural (NBO) charge analysis, in e, for atoms 1 through 8:
1. Os 0.84
2. F -0.28
3. C 0.75
4. F -0.31
5. F -0.28
6. S 2.23
7. O -0.95
8. O -0.82